# 1
Here is a cluster of 3 separate species, C35H26ClNO6P in total at a distorted geometry from OMol25. Energies are from wB97M-V/def2-TZVPD.

Results
2S+1 ... 1
Net charge ... +1
Kohn-Sham gap ... 5.9 eV
E_tot ... -2656.8875 hartree

Geometry (Å):
C1 5.328 -1.066 7.143
C2 4.782 -0.051 6.088
C3 3.309 0.233 6.354
C4 2.383 -0.009 5.357
C5 1.019 0.236 5.609
Cl1 -0.140 -0.092 4.381
C6 0.659 0.741 6.812
P1 -1.131 1.072 7.205
O1 -1.718 2.103 6.339
N1 1.579 0.995 7.766
C7 2.879 0.751 7.568
O2 3.675 1.011 8.614
H1 5.154 -2.074 6.752
H2 6.390 -0.894 7.342
H3 4.796 -1.022 8.098
H4 4.898 -0.528 5.110
H5 5.324 0.904 6.079
H6 2.651 -0.418 4.386
H7 -1.733 -0.207 7.104
H8 -1.220 1.439 8.572
H9 1.289 1.384 8.661
H10 4.329 1.699 8.415
C8 -5.233 -3.797 -2.588
C9 -5.110 -4.456 -1.369
C10 -4.560 -3.803 -0.278
C11 -4.121 -2.491 -0.403
C12 -4.224 -1.837 -1.634
C13 -4.791 -2.491 -2.721
C14 -3.716 -0.450 -1.801
O3 -3.805 0.125 -2.868
C15 -3.082 0.222 -0.635
C16 -2.550 1.497 -0.788
C17 -1.969 2.138 0.293
C18 -1.925 1.511 1.535
C19 -2.450 0.238 1.689
C20 -3.021 -0.414 0.604
C21 -3.549 -1.795 0.779
O4 -3.505 -2.341 1.864
H11 -5.671 -4.307 -3.436
H12 -5.445 -5.480 -1.271
H13 -4.469 -4.314 0.671
H14 -4.884 -1.982 -3.671
H15 -2.586 1.986 -1.753
H16 -1.550 3.128 0.171
H17 -1.476 2.016 2.382
H18 -2.414 -0.251 2.653
C22 4.962 0.765 -4.859
C23 5.015 1.287 -6.147
C24 3.845 1.529 -6.848
C25 2.616 1.238 -6.268
C26 2.564 0.692 -4.984
C27 3.740 0.468 -4.279
C28 1.259 0.330 -4.366
O5 1.214 -0.141 -3.245
C29 0.015 0.549 -5.151
C30 -1.208 0.165 -4.614
C31 -2.376 0.376 -5.328
C32 -2.327 0.980 -6.581
C33 -1.110 1.360 -7.124
C34 0.065 1.139 -6.417
C35 1.366 1.520 -7.027
O6 1.412 2.044 -8.120
H19 5.878 0.585 -4.309
H20 5.972 1.508 -6.604
H21 3.887 1.940 -7.848
H22 3.699 0.056 -3.279
H23 -1.247 -0.302 -3.639
H24 -3.321 0.072 -4.911
H25 -3.241 1.151 -7.135
H26 -1.073 1.826 -8.100


# 2
Here is a structure of composition C35H26IO3PReS at a distorted geometry from OMol25. Energies are from wB97M-V/def2-TZVPD.

Results
Relative energy (zero: lowest compared OMol25 entry of this formula, charge and spin) ... 16.89 kcal/mol
2S+1 ... 4
Net charge ... +2
Kohn-Sham gap (alpha / beta) ... 6.2 / 6.1 eV
E_tot ... -2690.0396 hartree

Geometry (Å):
Re1 -0.544 0.275 0.563
I1 -2.093 1.131 2.592
C1 -1.330 3.156 2.220
C2 -1.468 4.139 3.160
C3 -1.020 5.431 2.843
C4 -0.495 5.698 1.607
C5 -0.339 4.681 0.641
C6 0.208 4.940 -0.633
C7 0.329 3.940 -1.564
C8 -0.036 2.629 -1.245
C9 -0.508 2.305 0.013
C10 -0.736 3.346 0.957
H1 -1.905 3.949 4.125
H2 -1.116 6.211 3.581
H3 -0.193 6.702 1.350
H4 0.509 5.949 -0.864
H5 0.727 4.150 -2.543
H6 0.075 1.858 -1.994
O1 1.139 -0.236 -0.479
P1 2.007 -1.461 -0.174
C11 3.729 -0.949 -0.164
C12 4.739 -1.883 -0.359
C13 6.056 -1.490 -0.214
C14 6.351 -0.182 0.145
C15 5.340 0.746 0.349
C16 4.021 0.363 0.194
C17 1.626 -1.961 1.532
C18 1.815 -3.247 2.024
C19 1.594 -3.500 3.369
C20 1.193 -2.483 4.223
C21 1.023 -1.196 3.743
C22 1.257 -0.929 2.403
C23 1.650 -2.711 -1.431
C24 0.721 -3.729 -1.246
C25 0.448 -4.596 -2.291
C26 1.086 -4.433 -3.512
C27 2.004 -3.407 -3.698
C28 2.283 -2.537 -2.660
H7 4.489 -2.896 -0.638
H8 6.849 -2.200 -0.386
H9 7.379 0.120 0.267
H10 5.574 1.764 0.623
H11 3.217 1.076 0.321
H12 2.150 -4.040 1.370
H13 1.749 -4.490 3.769
H14 1.033 -2.689 5.269
H15 0.739 -0.395 4.409
H16 1.273 0.120 2.077
H17 0.222 -3.850 -0.293
H18 -0.264 -5.397 -2.152
H19 0.859 -5.103 -4.327
H20 2.493 -3.282 -4.652
H21 2.987 -1.725 -2.790
O2 -8.075 1.668 -1.287
C29 -7.625 0.430 -1.401
O3 -8.364 -0.503 -1.545
C30 -6.131 0.213 -1.337
C31 -5.662 -1.030 -1.760
C32 -4.319 -1.337 -1.705
C33 -3.424 -0.388 -1.210
S1 -1.730 -0.811 -1.124
C34 -3.881 0.865 -0.807
C35 -5.229 1.162 -0.860
H22 -7.395 2.353 -1.229
H23 -6.380 -1.747 -2.130
H24 -3.964 -2.296 -2.047
H25 -3.162 1.602 -0.476
H26 -5.551 2.134 -0.514


Question: Which of these has the lowest E_tot?
Answer: C35H26IO3PReS


Question: Number 2 is which compound?
Answer: C35H26IO3PReS


Question: Which of these has the lowest net charge?
Answer: C35H26ClNO6P


Question: Number 2 is which compound?
Answer: C35H26IO3PReS